[1]
Here is 7 unconnected molecules or ions with the total composition C27H68O21S5 from the OMol25 dataset. Energies are from the ωB97M-V functional and the def2-TZVPD basis.

Structure (ORCA input):
```
! RIJCOSX wB97M-V def2-TZVPD def2/J DEFGRID3
* xyz 0 1
C -4.17639 -4.55355 -5.31576
C -3.97601 -3.04068 -5.39415
O -4.75757 -2.46580 -6.45229
S -3.94586 -1.61920 -7.57721
C -3.39170 -0.21781 -6.56235
O -2.78266 -2.41031 -7.95032
O -4.87422 -1.11207 -8.55226
H -3.57072 -5.01520 -6.09723
H -5.20135 -4.83929 -5.55149
H -3.86568 -4.93632 -4.34655
H -4.30093 -2.50207 -4.50235
H -2.90559 -2.87996 -5.52652
H -2.92866 -0.58327 -5.64147
H -4.19771 0.41812 -6.19902
H -2.62580 0.40272 -7.02192
C -3.32245 -2.66500 2.75792
C -2.45113 -3.00670 1.55022
O -1.31315 -3.69539 2.10475
S -0.08323 -4.12983 1.10436
C -0.57138 -5.83956 0.63527
O -0.20882 -3.43201 -0.14578
O 1.11420 -4.26718 1.87743
H -4.04408 -1.89049 2.51750
H -2.66536 -2.42226 3.59526
H -3.78442 -3.56951 3.16187
H -2.95397 -3.60072 0.78526
H -2.13957 -2.08237 1.06157
H -1.46626 -5.63940 0.04940
H -0.88678 -6.39196 1.51783
H 0.24237 -6.32219 0.10814
C 1.04308 0.26052 0.56203
C -0.17877 1.05465 0.04427
O -0.34773 0.63511 -1.29929
S -1.83217 0.19707 -1.85523
C -2.46984 1.85579 -2.35025
O -1.58950 -0.55981 -3.06152
O -2.65574 -0.32774 -0.80270
H 1.79792 0.39845 -0.21164
H 0.76958 -0.78548 0.66566
H 1.35609 0.68171 1.51237
H -0.95405 0.70787 0.73920
H -0.17017 2.12852 0.23783
H -1.64614 2.56095 -2.29864
H -3.20426 2.12776 -1.59449
H -2.92089 1.75803 -3.33142
C 0.38096 5.65147 -0.61622
C 1.38886 5.76011 0.52842
O 2.12564 4.53384 0.52019
S 2.32809 3.78276 1.97922
C 3.67877 4.90836 2.59109
O 1.14691 4.05939 2.76887
O 2.84528 2.48084 1.75250
H -0.34182 4.83983 -0.52255
H 0.84808 5.29079 -1.54628
H 0.00649 6.61741 -0.95818
H 2.12097 6.54867 0.35558
H 0.74617 5.95691 1.38586
H 4.42194 4.83240 1.80304
H 4.06251 4.52928 3.53361
H 3.19344 5.87199 2.70020
C 5.54620 -3.83777 4.85881
C 4.87465 -3.13175 3.69047
O 5.67224 -1.95336 3.46210
S 5.53218 -1.16532 2.07031
C 3.73637 -0.76899 2.02462
O 6.26951 0.05805 2.26611
O 5.81496 -2.04252 0.96547
H 6.53723 -4.19810 4.54875
H 5.15815 -4.77711 5.25055
H 5.84290 -3.14646 5.64903
H 5.02974 -3.73495 2.79221
H 3.86788 -2.77520 3.90454
H 3.71633 -0.16499 1.12225
H 3.60237 -0.14695 2.90672
H 3.11831 -1.65958 2.03321
C 11.20932 3.95435 -2.83929
O 10.74097 2.65187 -2.56221
C 9.65803 2.34307 -3.42239
C 9.15986 0.92965 -3.16940
O 8.27840 0.98625 -2.05784
C 7.83771 -0.30631 -1.64943
C 6.59131 -0.72049 -2.43288
O 5.55818 0.14608 -2.01570
C 4.30953 -0.25834 -2.49159
H 11.98468 4.27675 -2.14833
H 10.38561 4.67054 -2.75277
H 11.61513 4.01700 -3.85409
H 10.07129 2.32306 -4.44390
H 8.88589 3.11352 -3.35774
H 9.97031 0.23022 -2.95569
H 8.62176 0.66185 -4.08723
H 7.57936 -0.23368 -0.59203
H 8.62474 -1.06552 -1.68357
H 6.33483 -1.75897 -2.21645
H 6.94354 -0.59906 -3.46537
H 4.06670 -1.32900 -2.49109
H 4.09648 0.10941 -3.50139
H 3.47558 0.10946 -1.88391
C -5.67526 0.08310 0.70220
O -6.53839 0.12859 1.79877
C -6.68657 1.42622 2.31044
C -7.77590 1.54800 3.32815
O -8.96612 0.97204 2.74769
C -10.09631 1.05712 3.61153
C -10.24374 -0.24756 4.39662
O -9.52880 -0.14074 5.62934
C -10.34413 0.24873 6.74242
H -4.63927 0.34204 0.94852
H -5.99126 0.76746 -0.09684
H -5.66766 -0.90246 0.23842
H -6.90809 2.14881 1.51517
H -5.76058 1.79145 2.77183
H -8.06123 2.56649 3.59675
H -7.53406 0.98117 4.23294
H -10.94808 1.23689 2.95423
H -10.03382 1.87063 4.33905
H -9.86906 -1.16187 3.94308
H -11.32109 -0.43375 4.50694
H -11.23627 0.72294 6.33649
H -9.80250 0.82171 7.49272
H -10.60488 -0.68196 7.26111
*
```

The value obtained for the HOMO energy is -9.126 eV. The value obtained for the energy above the lowest of the compared OMol25 structures with the same formula, charge and spin is 265.9 kJ/mol. The total energy comes out at -4640.23137 Ha.

[2]
Here is 9 unconnected molecules or ions with the total composition C27H72O9 from the OMol25 dataset. Energies are from the ωB97M-V functional and the def2-TZVPD basis.

Structure (ORCA input):
```
! RIJCOSX wB97M-V def2-TZVPD def2/J DEFGRID3
* xyz 0 1
C -5.75522 -0.92730 6.05741
C -6.15893 0.47029 6.55150
C -6.90518 0.34027 7.90708
O -5.01587 1.23683 6.92263
H -5.47002 -1.06319 5.01420
H -6.53610 -1.68776 6.06263
H -4.96331 -1.29985 6.70717
H -6.73617 1.02668 5.81304
H -7.14327 1.28302 8.39966
H -6.28008 -0.23212 8.59244
H -7.84114 -0.21810 7.92437
H -4.69166 1.61584 6.10237
C 8.59032 -1.91282 8.23735
C 7.09537 -2.28349 8.28672
C 6.36542 -2.98848 7.15083
O 6.81800 -2.92841 9.50297
H 9.18745 -2.81898 8.33942
H 8.88552 -1.43466 9.17133
H 8.99715 -1.48837 7.31951
H 6.42060 -1.46399 8.53413
H 5.38570 -3.38784 7.41306
H 6.99204 -3.79016 6.75999
H 6.24077 -2.38534 6.25150
H 7.10088 -2.33107 10.19922
C -4.44352 3.46587 -6.11583
C -5.48124 4.36448 -6.95864
C -5.40087 4.21349 -8.48865
O -6.78359 4.01063 -6.46292
H -4.38617 4.11127 -5.23932
H -3.44301 3.49441 -6.54741
H -4.60130 2.41779 -5.86142
H -5.30918 5.40358 -6.67800
H -4.45191 4.57956 -8.88053
H -6.16206 4.80418 -8.99833
H -5.48363 3.15462 -8.73365
H -7.05466 4.72503 -5.88175
C -0.00785 -0.84587 -7.90988
C 0.86936 -0.38155 -9.07142
C 0.41039 -0.99608 -10.33362
O 0.78796 1.02713 -9.11022
H -0.07778 -1.91771 -8.09528
H -1.01227 -0.42963 -7.98724
H 0.34796 -0.60966 -6.90703
H 1.85402 -0.77107 -8.81289
H 1.00097 -0.50710 -11.10835
H -0.66612 -0.88006 -10.45919
H 0.60392 -2.06875 -10.33863
H -0.14338 1.21595 -9.24637
C 3.33676 4.26003 2.44963
C 3.48267 4.38878 0.99132
C 4.56189 5.33833 0.62777
O 3.72288 3.05991 0.50737
H 3.11824 5.23838 2.87762
H 4.26900 3.85335 2.84161
H 2.54047 3.55020 2.67360
H 2.61911 4.85564 0.51760
H 4.68167 5.61141 -0.42065
H 5.53168 4.98587 0.97903
H 4.26839 6.32805 0.97764
H 3.06116 2.41142 0.75875
C -5.42646 -3.67237 -5.40993
C -6.52759 -4.04820 -6.41742
C -6.87836 -2.74526 -7.11018
O -5.84392 -4.87023 -7.37967
H -5.77287 -2.99925 -4.62571
H -4.55389 -3.13608 -5.78291
H -5.16147 -4.52466 -4.78425
H -7.37699 -4.54276 -5.94622
H -7.58718 -2.93208 -7.91689
H -6.00978 -2.30419 -7.59920
H -7.33568 -2.08736 -6.37118
H -5.77022 -5.75428 -7.01276
C 0.93215 1.58985 9.36282
C 0.86434 0.24810 8.69082
C -0.08913 -0.70340 9.53982
O 0.18487 0.35544 7.41223
H 1.85256 1.66747 9.94154
H 0.04017 1.78869 9.95691
H 0.98131 2.30914 8.54532
H 1.83730 -0.23186 8.58554
H -0.34669 -1.53269 8.88100
H -1.08159 -0.29356 9.72736
H 0.31907 -0.93319 10.52403
H -0.75826 0.36430 7.59117
C -0.95818 -2.23867 -0.19882
C -0.70177 -2.12914 1.34807
C -0.39815 -3.48859 2.02805
O 0.38546 -1.20206 1.68447
H -0.04087 -2.21300 -0.78704
H -1.57607 -1.44038 -0.60997
H -1.49862 -3.12027 -0.54353
H -1.65924 -1.74841 1.70360
H 0.17726 -3.43513 2.95225
H 0.29921 -3.98658 1.35440
H -1.34336 -4.01492 2.16098
H 0.27748 -1.04003 2.62452
C 5.77999 -0.95492 -4.29156
C 6.82327 -0.00153 -3.68871
C 6.58323 1.35739 -4.26022
O 6.84877 0.04714 -2.27875
H 5.66419 -1.88787 -3.73992
H 5.88281 -1.26653 -5.33100
H 4.79048 -0.51988 -4.15118
H 7.84538 -0.25052 -3.97401
H 6.43123 1.36504 -5.33955
H 7.39754 1.99805 -3.92175
H 5.65938 1.75986 -3.84473
H 6.09661 0.60703 -2.07291
*
```

The value obtained for the HOMO energy is -9.774 eV. The value obtained for the energy above the lowest of the compared OMol25 structures with the same formula, charge and spin is 529.3 kJ/mol. The total energy comes out at -1748.88653 Ha.

[3]
Here is 9 unconnected molecules or ions with the total composition C27H74N2O9 from the OMol25 dataset. Energies are from the ωB97M-V functional and the def2-TZVPD basis.

Structure (ORCA input):
```
! RIJCOSX wB97M-V def2-TZVPD def2/J DEFGRID3
* xyz 0 1
C -3.37510 1.35887 5.48216
O -3.03298 1.07181 4.15746
C -2.04195 0.07721 4.05280
C -0.69137 0.45525 4.65329
C -0.25394 1.86899 4.21883
N 0.27649 -0.58738 4.29073
H -2.64293 1.96315 6.02429
H -3.57221 0.44013 6.04473
H -4.30220 1.93053 5.44854
H -2.43187 -0.84061 4.50746
H -1.85588 -0.10747 2.99450
H -0.73621 0.48420 5.74578
H -1.13477 2.51894 4.21791
H 0.15882 1.85535 3.21183
H 0.45176 2.29142 4.93307
H 0.38636 -0.58482 3.27196
H 1.17949 -0.30704 4.65936
C 4.25792 2.58619 -4.24759
O 3.10986 1.78485 -4.10542
C 3.33215 0.38158 -4.24049
C 1.97855 -0.28194 -4.37936
C 1.12790 -0.10407 -3.12423
N 2.11022 -1.72508 -4.66381
H 3.93779 3.59582 -4.49022
H 4.87501 2.24227 -5.08846
H 4.86398 2.54148 -3.34194
H 3.91563 0.19079 -5.14891
H 3.86596 0.06721 -3.33604
H 1.41063 0.12058 -5.22116
H 0.82889 0.94713 -3.11168
H 1.66691 -0.34229 -2.20257
H 0.21189 -0.69349 -3.11944
H 2.72954 -1.90528 -5.45336
H 2.61405 -2.15956 -3.88543
C -4.51658 -1.45343 2.27534
C -5.27521 -1.81771 1.04004
C -6.37115 -2.85873 1.22733
O -5.74450 -0.64976 0.36021
H -5.14266 -1.00133 3.04915
H -3.79358 -0.65745 2.07593
H -3.92515 -2.28665 2.64959
H -4.58397 -2.29602 0.32973
H -6.03028 -3.71553 1.81302
H -6.73391 -3.25556 0.27715
H -7.23357 -2.46328 1.77393
H -6.24743 -0.92276 -0.41174
C 1.28685 3.51203 -1.79381
C 1.50991 4.79589 -1.03269
C 0.39196 5.16040 -0.07037
O 2.74838 4.66906 -0.29540
H 0.55768 3.61731 -2.59151
H 0.96901 2.69501 -1.13485
H 2.23858 3.14285 -2.19329
H 1.64616 5.62367 -1.74084
H -0.60376 5.03586 -0.50329
H 0.46743 6.22698 0.16041
H 0.45630 4.53479 0.81955
H 2.90664 5.49321 0.17509
C -1.33151 -2.63178 -0.38624
C -1.92179 -2.73607 -1.78371
C -0.99457 -3.48848 -2.74509
O -3.13498 -3.53367 -1.72782
H -0.51306 -1.89877 -0.37891
H -0.85593 -3.55024 -0.04554
H -2.06111 -2.24588 0.32710
H -2.16135 -1.71882 -2.09961
H -0.77724 -4.47934 -2.35981
H -0.15510 -2.86556 -3.06324
H -1.55758 -3.64424 -3.67075
H -3.86012 -2.98634 -2.03929
C 4.25669 -3.61854 2.09030
C 2.86393 -4.23748 2.06972
C 1.85904 -3.28779 1.45294
O 2.85660 -5.43407 1.29331
H 5.02711 -4.32998 2.38493
H 4.33546 -2.79166 2.80108
H 4.38315 -3.19104 1.09542
H 2.47976 -4.47350 3.06918
H 1.90077 -2.30438 1.91675
H 0.85199 -3.70563 1.44638
H 2.03260 -3.16237 0.37541
H 3.53912 -6.01953 1.63602
C -4.62573 1.66256 -2.05997
C -3.37051 1.13121 -1.37097
C -2.36348 0.59619 -2.37716
O -2.72122 2.24067 -0.69295
H -5.33221 2.01550 -1.31109
H -5.07367 0.83856 -2.63811
H -4.46778 2.41895 -2.82945
H -3.63333 0.39569 -0.60931
H -1.95060 1.43858 -2.93985
H -2.85861 -0.06406 -3.08626
H -1.52260 0.17194 -1.83508
H -3.15642 2.38819 0.15249
C 5.33056 1.61713 0.00404
C 3.92179 1.03998 -0.17160
C 3.83478 -0.41344 0.26191
O 3.02358 1.83990 0.63824
H 5.54554 1.79282 1.05468
H 5.39538 2.56157 -0.53649
H 6.07230 0.95296 -0.45123
H 3.62522 1.12937 -1.22376
H 2.90914 -0.91006 -0.01581
H 4.01277 -0.52882 1.33219
H 4.67566 -0.89212 -0.24893
H 2.90394 2.66179 0.13733
C -0.26010 0.68212 0.56322
O 0.84685 0.07480 1.23653
H -0.08339 0.74370 -0.51296
H -1.15636 0.11979 0.81537
H -0.39418 1.70743 0.92776
H 1.61524 0.65868 1.11537
*
```

The value obtained for the HOMO energy is -8.860 eV. The total energy comes out at -1859.70535 Ha.

[4]
Here is a molecular structure, C27H75B2N7NbO8P2 from the OMol25 dataset. Energies are from the ωB97M-V functional and the def2-TZVPD basis.

Structure (ORCA input):
```
! RIJCOSX wB97M-V def2-TZVPD def2/J DEFGRID3
* xyz -1 1
C -5.50826 3.68762 -1.96812
C -4.00986 3.95142 -2.36302
C -3.26128 2.64354 -2.88827
O -2.15459 2.39093 -2.03020
C -0.89712 2.20350 -2.75357
Nb 0.76136 3.06414 -1.37476
C 2.32396 3.10466 -3.01897
C 3.65004 2.22028 -2.76657
C 4.39763 2.58261 -1.43380
O 5.79142 2.87932 -1.78820
C -0.11023 5.11328 -1.81591
C 0.51508 5.91488 -3.02268
C 0.15745 5.38237 -4.44908
C -1.33633 5.62928 -4.88682
C -1.32457 5.67795 -6.47216
O -2.62325 5.57769 -7.05154
C -3.00034 4.21955 -7.25226
B -0.75411 2.95151 0.41139
N -1.10759 4.22588 1.15660
O -1.36488 1.74761 0.88280
B 1.26595 0.86777 -0.86168
O 1.54420 0.39077 0.47684
O 1.31774 -0.08741 -1.92348
C 1.70953 -1.40436 -1.50589
C 1.70155 -2.30419 -2.82613
H -6.21811 3.69123 -2.83426
H -5.86701 4.50413 -1.28195
H -5.64623 2.73257 -1.40752
H -3.48860 4.29749 -1.43278
H -4.00483 4.76180 -3.14019
H -4.02277 1.81474 -2.80217
H -2.99120 2.80735 -3.95671
H -0.79320 1.10255 -2.93730
H -0.86094 2.72661 -3.74361
H 1.95513 3.72163 -0.13613
H 1.86376 2.64931 -3.94775
H 2.71256 4.11019 -3.31432
H 4.35779 2.53104 -3.58927
H 3.47659 1.13246 -2.91483
H 4.42995 1.68013 -0.77330
H 4.00766 3.49796 -0.93700
H 6.14849 3.29268 -0.99497
H -1.22868 5.07683 -1.97814
H 0.04950 5.73704 -0.88887
H 0.08593 6.96093 -2.97106
H 1.62200 6.06960 -2.90756
H 0.80025 5.95949 -5.17819
H 0.38683 4.30891 -4.62815
H -1.89160 4.68311 -4.64129
H -1.80920 6.53118 -4.44161
H -0.82074 6.63123 -6.79100
H -0.66313 4.85833 -6.87506
H -3.26412 3.79249 -6.24590
H -3.91518 4.18340 -7.89301
H -2.19945 3.58866 -7.70899
H -2.12922 4.33722 1.18100
H -0.86513 4.02759 2.13818
H -1.52169 1.12647 0.16605
H 2.42672 0.66127 0.75052
H 2.75148 -1.42971 -1.11250
H 0.95288 -1.85154 -0.82361
H 2.72774 -2.57727 -3.16562
H 1.03051 -3.19110 -2.73620
H 1.26553 -1.67622 -3.65117
O -1.64002 -4.70668 1.62484
P -2.72181 -3.66765 1.27139
N -2.34568 -2.59248 2.55415
C -3.23109 -1.93221 3.48820
C -1.05430 -1.90182 2.45677
N -4.03819 -4.73977 1.62403
C -4.56419 -4.88459 2.96713
C -3.89375 -6.06654 1.02758
N -3.89027 -2.53105 0.60045
C -3.36243 -1.32943 -0.03393
C -5.33501 -2.62273 0.56242
H -4.00667 -1.32624 3.00451
H -2.68277 -1.25182 4.14332
H -3.70377 -2.64310 4.16688
H -1.15003 -0.94795 1.92719
H -0.32386 -2.50806 1.91656
H -0.62599 -1.71429 3.44351
H -3.77973 -5.12107 3.69852
H -5.31725 -5.67717 3.00859
H -5.09546 -3.98478 3.27679
H -3.22731 -6.70926 1.61502
H -3.48919 -5.99498 0.01550
H -4.86750 -6.56041 0.95033
H -3.47611 -0.45823 0.62014
H -3.85792 -1.11852 -0.98617
H -2.30090 -1.44672 -0.26326
H -5.77142 -2.39146 1.53898
H -5.68304 -3.60287 0.24006
H -5.76440 -1.91344 -0.15275
O 2.25686 -1.89413 3.51007
P 3.32017 -2.63244 4.34221
N 4.53815 -2.51055 3.13588
C 5.42570 -3.53115 2.62304
C 5.06086 -1.16905 2.88702
N 2.45998 -4.12825 4.29623
C 2.58336 -5.03057 3.16515
C 1.04968 -4.00232 4.67913
N 4.46723 -3.35680 5.47117
C 5.49228 -2.48783 6.03395
C 4.53144 -4.72091 5.95460
H 6.02698 -4.02010 3.39974
H 6.13842 -3.11676 1.90608
H 4.88338 -4.29010 2.05999
H 5.92734 -0.95247 3.52478
H 4.30109 -0.40992 3.08637
H 5.35499 -1.04387 1.84150
H 2.38144 -4.53092 2.20929
H 1.89166 -5.87168 3.25989
H 3.57244 -5.48946 3.13856
H 0.43341 -3.62350 3.85940
H 0.93596 -3.32750 5.53184
H 0.65672 -4.97719 4.98227
H 6.46065 -2.65784 5.55030
H 5.60908 -2.64083 7.11131
H 5.22625 -1.43686 5.90287
H 4.95502 -5.38924 5.19886
H 3.55852 -5.10141 6.26055
H 5.16719 -4.80339 6.84295
*
```

The value obtained for the HOMO energy is -3.961 eV. The total energy comes out at -2847.97189 Ha.